1.
Entry from the Open Molecules 2025 dataset: a structure of composition C53H73BCl2N3O4P2ReSSi in a non-equilibrium geometry (wB97M-V/def2-TZVPD).

Cartesian coordinates (Å):
Re: 0.328 -0.323 0.062
C: 1.901 -3.374 2.966
C: 2.724 -3.054 1.710
C: 3.424 -1.706 1.950
C: 3.827 -4.092 1.487
P: 1.476 -2.848 0.286
C: 2.525 -2.600 -1.224
N: 3.086 -1.281 -1.082
B: 2.385 -0.116 -0.578
N: 3.429 0.872 -0.440
C: 3.386 2.192 0.153
P: 1.718 2.993 -0.052
C: 1.887 3.742 -1.799
C: 0.441 3.939 -2.272
C: 2.532 2.704 -2.724
C: 2.663 5.051 -1.912
C: 1.953 4.332 1.281
C: 3.226 5.181 1.241
C: 1.923 3.542 2.605
C: 0.717 5.233 1.243
C: 4.641 0.328 -0.825
C: 5.924 0.854 -0.806
C: 6.981 0.043 -1.211
C: 6.766 -1.262 -1.632
C: 5.483 -1.801 -1.654
C: 4.426 -1.004 -1.241
C: 0.651 -4.553 -0.017
C: 0.485 -4.793 -1.514
C: 1.388 -5.774 0.533
C: -0.734 -4.458 0.633
H: 2.557 -3.384 3.840
H: 1.401 -4.341 2.910
H: 1.139 -2.608 3.123
H: 3.865 -1.715 2.950
H: 2.729 -0.871 1.894
H: 4.225 -1.540 1.228
H: 4.599 -3.932 2.245
H: 4.300 -3.969 0.511
H: 3.481 -5.116 1.584
H: 1.876 -2.656 -2.098
H: 3.310 -3.353 -1.308
H: 4.166 2.818 -0.288
H: 3.572 2.110 1.229
H: -0.132 3.029 -2.081
H: 0.411 4.157 -3.344
H: -0.042 4.764 -1.743
H: 2.014 1.746 -2.660
H: 3.589 2.546 -2.505
H: 2.458 3.059 -3.757
H: 2.180 5.854 -1.354
H: 2.705 5.354 -2.964
H: 3.690 4.939 -1.556
H: 4.117 4.568 1.093
H: 3.331 5.698 2.200
H: 3.191 5.940 0.461
H: 2.927 3.304 2.958
H: 1.376 2.601 2.496
H: 1.431 4.133 3.383
H: 0.597 5.727 0.276
H: 0.791 6.010 2.011
H: -0.176 4.639 1.440
H: 6.114 1.866 -0.474
H: 7.991 0.433 -1.177
H: 7.606 -1.877 -1.931
H: 5.324 -2.819 -1.985
H: 1.424 -5.108 -1.974
H: 0.135 -3.923 -2.043
H: -0.248 -5.591 -1.662
H: 2.371 -5.886 0.077
H: 0.802 -6.660 0.272
H: 1.494 -5.761 1.616
H: -1.316 -3.671 0.160
H: -0.662 -4.237 1.700
H: -1.276 -5.400 0.504
C: -4.570 3.803 -0.558
C: -3.107 3.487 -0.897
C: -2.226 4.580 -0.287
C: -2.964 3.544 -2.423
Si: -2.612 1.756 -0.158
O: -1.108 1.302 -0.419
C: -2.873 2.072 1.712
C: -1.720 2.346 2.454
C: -1.775 2.651 3.806
C: -2.997 2.687 4.460
C: -4.160 2.453 3.739
C: -4.095 2.162 2.382
C: -3.975 0.659 -0.922
C: -3.902 0.426 -2.300
C: -4.921 -0.216 -2.986
C: -6.055 -0.644 -2.310
C: -6.138 -0.453 -0.938
C: -5.106 0.180 -0.257
H: -4.880 4.717 -1.077
H: -4.702 3.966 0.513
H: -5.239 2.998 -0.871
H: -2.554 5.574 -0.616
H: -1.191 4.436 -0.597
H: -2.263 4.554 0.804
H: -3.116 4.572 -2.775
H: -3.709 2.913 -2.909
H: -1.976 3.215 -2.747
H: -0.762 2.304 1.946
H: -0.861 2.852 4.353
H: -3.047 2.894 5.522
H: -5.125 2.506 4.231
H: -5.022 2.015 1.843
H: -3.010 0.721 -2.838
H: -4.827 -0.376 -4.054
H: -6.862 -1.130 -2.845
H: -7.015 -0.791 -0.398
H: -5.183 0.283 0.818
Cl: -1.782 -1.352 1.489
C: -1.054 -1.089 3.045
C: -1.671 -1.524 4.191
C: -1.070 -1.299 5.423
C: 0.162 -0.652 5.473
C: 0.776 -0.226 4.316
Cl: 2.334 0.528 4.419
C: 0.200 -0.391 3.019
N: 0.757 0.023 1.894
H: -2.619 -2.042 4.127
H: -1.547 -1.632 6.334
H: 0.654 -0.485 6.422
C: -4.339 -6.242 -2.632
C: -3.499 -5.011 -2.848
C: -2.682 -4.874 -3.964
C: -1.851 -3.772 -4.108
C: -1.841 -2.788 -3.137
C: -2.667 -2.900 -2.031
C: -3.498 -3.997 -1.893
S: -0.660 -1.444 -3.193
O: 0.491 -1.972 -3.907
O: -1.276 -0.300 -3.812
O: -0.345 -1.233 -1.753
H: -4.153 -6.989 -3.403
H: -5.404 -6.002 -2.639
H: -4.112 -6.682 -1.660
H: -2.679 -5.645 -4.727
H: -1.186 -3.676 -4.957
H: -2.641 -2.123 -1.285
H: -4.144 -4.072 -1.027

Summary:
**Kohn-Sham gap (spin up / spin down)**: 6.33 / 6.50 eV
**<S²>**: 0.837
**Total charge**: -1
**Lowest unoccupied orbital energy (spin up / spin down)**: 1.9 / 2.2 eV
**E**: -4922.75684 Ha
**F_max**: 3.69 eV/Å
**Multiplicity**: 2
**ΔE to the lowest compared entry with this formula, charge and spin**: 0.00 kcal/mol


2.
Entry from the Open Molecules 2025 dataset: a cluster of 11 separate species, C53H73F5O8S in total in a non-equilibrium geometry (wB97M-V/def2-TZVPD).

Cartesian coordinates (Å):
C: -0.741 -7.764 5.043
C: -0.376 -6.262 5.235
O: -0.138 -5.667 3.952
S: 0.120 -4.083 3.707
C: 0.317 -4.305 1.899
O: -1.133 -3.331 3.952
O: 1.338 -3.731 4.423
H: -1.521 -7.819 4.284
H: -0.872 -8.358 5.948
H: 0.111 -8.214 4.533
H: -1.142 -5.703 5.773
H: 0.533 -6.075 5.807
H: -0.515 -4.927 1.570
H: 1.273 -4.822 1.812
H: 0.420 -3.289 1.518
F: -6.943 -0.590 5.003
C: -5.940 -0.943 4.151
C: -5.585 0.019 3.212
C: -4.474 -0.115 2.413
C: -3.735 -1.303 2.524
C: -4.136 -2.305 3.347
C: -5.241 -2.085 4.199
H: -6.198 0.908 3.179
H: -4.192 0.611 1.665
H: -2.949 -1.490 1.808
H: -3.535 -3.202 3.384
H: -5.587 -2.877 4.847
F: 3.072 -1.666 1.986
C: 3.098 -0.743 2.957
C: 1.843 -0.279 3.432
C: 1.877 0.603 4.457
C: 3.119 0.855 5.049
C: 4.367 0.290 4.741
C: 4.304 -0.525 3.600
H: 0.920 -0.490 2.912
H: 0.951 1.129 4.640
H: 3.212 1.571 5.852
H: 5.303 0.665 5.127
H: 5.211 -0.934 3.179
F: -1.520 2.586 2.244
C: -1.371 2.647 3.535
C: -2.264 1.937 4.456
C: -2.026 2.045 5.786
C: -1.012 2.875 6.267
C: -0.251 3.701 5.451
C: -0.440 3.504 4.094
H: -3.016 1.315 3.994
H: -2.788 1.744 6.489
H: -0.819 2.805 7.327
H: 0.626 4.258 5.745
H: 0.193 3.984 3.362
F: 5.098 -0.962 -0.435
C: 5.189 0.304 -0.311
C: 4.403 1.092 -1.107
C: 4.586 2.414 -0.973
C: 5.535 3.041 -0.117
C: 6.369 2.193 0.570
C: 6.201 0.789 0.507
H: 3.709 0.721 -1.846
H: 3.991 3.119 -1.535
H: 5.663 4.113 -0.102
H: 7.157 2.558 1.212
H: 6.892 0.110 0.983
F: 1.057 7.278 -0.250
C: 1.047 6.090 -0.903
C: 1.346 6.044 -2.249
C: 1.408 4.801 -2.841
C: 1.054 3.653 -2.122
C: 0.826 3.674 -0.775
C: 0.848 4.920 -0.219
H: 1.654 6.914 -2.811
H: 1.551 4.639 -3.899
H: 1.115 2.670 -2.565
H: 0.631 2.768 -0.220
H: 0.617 4.911 0.836
C: -3.932 -3.828 -1.359
C: -3.188 -3.120 -2.429
C: -3.737 -1.662 -2.326
O: -5.109 -1.839 -1.922
C: -5.019 -2.811 -0.864
H: -3.144 -4.111 -0.661
H: -4.285 -4.795 -1.720
H: -3.282 -3.610 -3.399
H: -2.114 -2.986 -2.295
H: -3.607 -1.116 -3.260
H: -3.431 -0.985 -1.528
H: -5.998 -3.287 -0.823
H: -4.971 -2.427 0.155
C: -1.161 1.606 -5.616
C: -0.695 1.521 -7.032
C: 0.244 2.663 -7.247
O: 0.266 3.342 -6.018
C: -0.102 2.480 -4.897
H: -1.351 0.649 -5.132
H: -2.064 2.199 -5.472
H: -1.621 1.500 -7.608
H: -0.247 0.586 -7.367
H: 0.083 3.337 -8.088
H: 1.222 2.193 -7.357
H: -0.474 2.899 -3.962
H: 0.818 1.997 -4.568
C: -3.861 3.278 0.089
C: -4.442 2.106 -0.621
C: -4.332 2.387 -2.153
O: -3.614 3.620 -2.192
C: -3.011 4.003 -0.983
H: -3.412 2.914 1.014
H: -4.695 3.961 0.250
H: -5.434 1.777 -0.310
H: -3.773 1.274 -0.402
H: -5.199 2.291 -2.806
H: -3.581 1.635 -2.395
H: -2.978 5.068 -0.752
H: -1.968 3.687 -0.953
C: 4.856 -3.598 -3.661
C: 4.555 -2.098 -3.714
C: 4.838 -1.698 -5.190
O: 4.899 -2.871 -5.850
C: 5.506 -3.908 -4.988
H: 3.955 -4.183 -3.477
H: 5.520 -3.785 -2.817
H: 5.141 -1.596 -2.943
H: 3.516 -1.922 -3.434
H: 5.702 -1.035 -5.152
H: 3.991 -1.098 -5.523
H: 6.561 -3.633 -4.988
H: 5.302 -4.952 -5.226
C: 0.858 -0.699 -1.814
C: 0.995 -0.827 -0.259
C: -0.275 -0.155 0.335
O: -1.196 -0.096 -0.752
C: -0.607 -0.210 -2.064
H: 1.039 -1.652 -2.313
H: 1.571 -0.035 -2.303
H: 1.899 -0.273 -0.006
H: 1.053 -1.877 0.029
H: -0.165 0.893 0.613
H: -0.615 -0.689 1.222
H: -0.495 0.649 -2.726
H: -0.897 -1.055 -2.688

Summary:
**Kohn-Sham gap**: 9.18 eV
**Total charge**: 0
**SMILES**: CCOS(C)(=O)=O.Fc1ccccc1.Fc1ccccc1.Fc1ccccc1.Fc1ccccc1.Fc1ccccc1.C1CCOC1.C1CCOC1.C1CCOC1.C1CCOC1.C1CCOC1
**Lowest unoccupied orbital energy**: 0.2 eV
**E**: -3562.46033 Ha
**F_max**: 5.12 eV/Å


3.
Entry from the Open Molecules 2025 dataset: a structure of composition C53H73HfN8O11 in a non-equilibrium geometry (wB97M-V/def2-TZVPD).

Cartesian coordinates (Å):
Hf: 2.106 1.043 2.354
C: -1.089 2.525 4.729
C: -1.453 1.073 5.057
C: -3.018 1.002 4.937
C: -3.661 -0.418 4.916
C: -2.868 -1.331 3.975
C: -1.329 -1.341 4.183
N: -0.854 0.049 4.105
O: 0.567 0.202 3.969
C: -0.766 -2.216 2.941
C: -1.048 -2.069 5.549
C: -1.151 0.763 6.536
H: -1.620 2.882 3.846
H: -0.027 2.600 4.494
H: -1.296 3.284 5.483
H: -3.396 1.540 4.068
H: -3.465 1.571 5.753
H: -4.727 -0.470 4.695
H: -3.542 -0.857 5.907
H: -3.199 -1.136 2.955
H: -3.218 -2.333 4.224
H: 0.274 -2.437 3.180
H: -0.861 -1.749 1.960
H: -1.330 -3.148 2.885
H: -1.054 -3.154 5.440
H: -1.612 -1.718 6.413
H: 0.015 -1.847 5.649
H: -0.118 0.442 6.673
H: -1.873 0.142 7.066
H: -1.137 1.670 7.140
C: 6.464 0.639 -0.690
C: 6.122 2.026 -0.120
C: 6.872 3.119 -0.907
C: 6.252 3.358 -2.315
C: 4.760 3.621 -2.236
C: 3.923 2.607 -1.395
N: 4.642 2.290 -0.121
O: 3.864 1.585 0.809
C: 3.750 1.322 -2.262
C: 2.521 3.310 -1.120
C: 6.825 2.186 1.262
H: 6.227 0.577 -1.752
H: 5.822 -0.096 -0.205
H: 7.505 0.340 -0.566
H: 7.872 2.800 -1.200
H: 6.985 4.109 -0.464
H: 6.452 2.451 -2.886
H: 6.820 4.142 -2.815
H: 4.514 3.356 -3.265
H: 4.603 4.681 -2.035
H: 4.444 1.183 -3.091
H: 2.793 1.302 -2.785
H: 3.701 0.370 -1.735
H: 2.232 4.133 -1.773
H: 2.479 3.845 -0.171
H: 1.641 2.669 -1.069
H: 6.823 1.334 1.943
H: 6.473 3.032 1.852
H: 7.865 2.466 1.093
C: 1.545 -1.629 -1.306
C: 0.647 -0.600 -0.634
C: -0.850 -0.924 -0.810
O: 0.986 -0.060 0.618
H: 1.171 -1.794 -2.316
H: 1.517 -2.505 -0.657
H: 2.601 -1.376 -1.397
H: 0.793 0.307 -1.221
H: -1.044 -0.911 -1.883
H: -1.440 -0.083 -0.448
H: -1.109 -1.892 -0.380
N: -2.619 4.028 -3.711
C: -1.934 2.940 -3.313
C: -0.649 3.207 -3.150
C: -0.439 4.510 -3.565
C: -1.693 4.936 -3.985
H: -3.588 3.997 -3.994
H: -2.477 2.013 -3.202
H: 0.091 2.562 -2.700
H: 0.507 5.023 -3.657
H: -1.987 5.931 -4.283
N: 2.805 -2.135 3.702
C: 3.984 -1.502 4.004
C: 4.545 -1.110 2.831
C: 3.673 -1.424 1.759
C: 2.600 -2.050 2.314
H: 2.263 -2.634 4.393
H: 4.365 -1.484 5.014
H: 5.473 -0.563 2.753
H: 3.952 -1.382 0.716
H: 1.796 -2.586 1.831
C: -4.822 2.032 0.227
C: -4.229 3.104 -0.389
C: -2.921 3.427 -0.006
C: -2.171 2.587 0.836
C: -2.755 1.501 1.456
C: -4.105 1.261 1.157
N: -0.771 2.993 1.093
O: -0.024 2.315 1.878
O: -0.377 4.017 0.635
H: -5.851 1.728 0.105
H: -4.779 3.683 -1.117
H: -2.470 4.232 -0.566
H: -2.204 0.968 2.217
H: -4.678 0.522 1.697
C: 1.034 0.814 -7.052
C: 0.603 0.764 -5.729
C: 0.387 -0.543 -5.236
C: 0.601 -1.684 -6.000
C: 0.990 -1.647 -7.318
C: 1.197 -0.360 -7.811
N: 0.417 -3.055 -5.412
O: 0.212 -3.994 -6.179
O: 0.466 -3.232 -4.173
H: 1.229 1.755 -7.545
H: 0.345 1.645 -5.160
H: 0.019 -0.562 -4.220
H: 1.088 -2.586 -7.841
H: 1.476 -0.305 -8.853
C: -5.475 -1.035 -2.887
C: -6.587 -0.845 -2.119
C: -6.561 -1.232 -0.788
C: -5.441 -1.820 -0.228
C: -4.311 -2.061 -1.015
C: -4.327 -1.627 -2.350
N: -5.487 -2.163 1.193
O: -4.532 -2.794 1.651
O: -6.468 -1.902 1.892
H: -5.334 -0.727 -3.913
H: -7.508 -0.446 -2.516
H: -7.498 -1.199 -0.253
H: -3.507 -2.638 -0.582
H: -3.555 -1.877 -3.063
C: -2.829 -5.086 -1.371
C: -1.522 -4.664 -1.639
C: -0.575 -4.810 -0.624
C: -0.916 -5.285 0.646
C: -2.232 -5.677 0.896
C: -3.211 -5.576 -0.091
N: 0.115 -5.337 1.691
O: -0.122 -5.681 2.837
O: 1.212 -4.876 1.305
H: -3.597 -5.118 -2.129
H: -1.249 -4.527 -2.675
H: 0.423 -4.637 -1.001
H: -2.576 -6.012 1.864
H: -4.216 -5.859 0.186

Summary:
**Kohn-Sham gap (spin up / spin down)**: 4.91 / 5.26 eV
**<S²>**: 0.753
**Total charge**: 0
**Lowest unoccupied orbital energy (spin up / spin down)**: -1.1 / -1.1 eV
**E**: -3376.38335 Ha
**F_max**: 5.28 eV/Å
**Multiplicity**: 2
**ΔE to the lowest compared entry with this formula, charge and spin**: 0.03 kcal/mol